#i
Density functional theory data (wB97M-V/def2-TZVPD) for a gas-phase ion, C6H10NO (charge +1).

Summary:
Kohn-Sham gap (alpha / beta) = 7.96 / 7.96 eV
E_LUMO (alpha / beta) = -0.1828 / -0.1829 Eh

ORCA input file:
```
! RIJCOSX wB97M-V def2-TZVPD def2/J DEFGRID3
* xyz 1 1
C -0.03 0.47 -0.42
C 0.65 -0.30 0.50
C -1.83 -1.14 -0.35
C -1.33 -1.32 1.04
C 0.57 1.68 -1.04
C 2.08 -0.19 0.87
N -1.33 0.20 -0.60
O -0.13 -1.02 1.33
H -1.40 -1.87 -1.05
H -2.92 -1.17 -0.41
H -1.94 -1.67 1.86
H 1.02 2.32 -0.29
H -0.16 2.24 -1.61
H 1.37 1.37 -1.72
H 2.24 0.63 1.58
H 2.70 -0.01 0.00
H 2.41 -1.10 1.36
H -1.94 0.88 -1.04
*
```

Results of the Löwdin charge analysis, in e, for atoms 1 through 5: number 1, C, carries -0.228; number 2, C, carries -0.229; number 3, C, carries -0.086; number 4, C, carries 0.033; number 5, C, carries 0.022



#ii
Density functional theory data (wB97M-V/def2-TZVPD) for 2 unconnected molecules or ions with the total composition C6H10NO.

Summary:
Kohn-Sham gap (alpha / beta) = 4.50 / 4.50 eV
E_LUMO (alpha / beta) = -0.2617 / -0.2617 Eh

ORCA input file:
```
! RIJCOSX wB97M-V def2-TZVPD def2/J DEFGRID3
* xyz 1 1
C -3.49 0.92 0.56
C -2.51 0.16 -0.01
C -1.91 -0.97 -0.33
C -2.45 1.74 -0.17
C 1.95 -0.07 1.25
C 2.31 -0.75 -1.10
N 1.54 -0.74 0.09
O -1.60 -2.05 -0.61
H -4.57 0.91 0.78
H -2.66 2.04 -1.10
H -1.59 2.38 0.20
H 1.72 0.93 1.09
H 1.26 -0.47 2.04
H 3.02 -0.13 1.46
H 1.81 -0.21 -1.87
H 3.38 -0.21 -1.02
H 2.59 -1.76 -1.40
H 1.21 -1.70 0.13
*
```

Results of the Löwdin charge analysis, in e, for atoms 1 through 5: number 1, C, carries 0.221; number 2, C, carries -0.075; number 3, C, carries 0.037; number 4, C, carries 0.042; number 5, C, carries -0.147



Last place for stability: #ii



#i
Density functional theory data (wB97M-V/def2-TZVPD) for a gas-phase ion, C2H6N3S (charge +1).

Summary:
Kohn-Sham gap = 10.45 eV
E_LUMO = -0.1509 Eh

ORCA input file:
```
! RIJCOSX wB97M-V def2-TZVPD def2/J DEFGRID3
* xyz 1 1
C 0.10 0.62 -2.05
C -0.56 0.41 0.13
N -0.82 0.48 -1.14
N 1.55 0.43 -0.09
N -0.84 -0.70 0.83
S 1.73 0.75 -1.86
H -0.33 0.78 -3.04
H -0.67 1.25 0.72
H 1.54 1.15 0.55
H 2.25 -0.06 0.34
H -1.31 -1.46 0.36
H -1.12 -0.68 1.85
*
```

Results of the Löwdin charge analysis, in e, for atoms 1 through 5: number 1, C, carries -0.478; number 2, C, carries -0.270; number 3, N, carries 0.067; number 4, N, carries -0.174; number 5, N, carries 0.156



#ii
Density functional theory data (wB97M-V/def2-TZVPD) for 2 unconnected molecules or ions with the total composition C2H6N3S.

Summary:
Kohn-Sham gap = 9.46 eV
E_LUMO = -0.1387 Eh

ORCA input file:
```
! RIJCOSX wB97M-V def2-TZVPD def2/J DEFGRID3
* xyz 1 1
C 2.04 0.24 0.34
C -2.94 0.04 -0.28
N 3.35 0.10 0.44
N -3.81 0.43 0.44
N -1.90 -0.39 -0.79
S 1.16 -0.24 -0.98
H 1.49 0.60 1.23
H 3.84 0.09 1.34
H -0.75 -0.34 -0.54
H -4.49 1.22 0.40
H -1.85 -1.11 -1.41
H 3.85 -0.63 -0.18
*
```

Results of the Löwdin charge analysis, in e, for atoms 1 through 5: number 1, C, carries -0.689; number 2, C, carries -0.172; number 3, N, carries 0.044; number 4, N, carries 0.287; number 5, N, carries 0.170



Last place for stability: #i



#i
Density functional theory data (wB97M-V/def2-TZVPD) for a molecular structure, C17H30Cl4N5O3PPtS.

Summary:
Kohn-Sham gap (alpha / beta) = 6.43 / 6.42 eV
E_LUMO (alpha / beta) = -0.2928 / -0.2930 Eh

ORCA input file:
```
! RIJCOSX wB97M-V def2-TZVPD def2/J DEFGRID3
* xyz 2 1
Pt 0.21 0.40 0.45
Cl -3.75 -2.45 5.52
C -2.56 -1.65 4.64
C -1.42 -1.03 5.41
Cl -1.43 -1.20 7.08
C -0.41 -0.38 4.80
Cl 0.90 0.32 5.64
C -0.41 -0.27 3.35
O 0.49 0.26 2.73
C -1.61 -0.86 2.56
O -1.65 -0.69 1.37
C -2.64 -1.58 3.30
Cl -3.91 -2.26 2.40
C 2.48 4.26 -0.12
N 1.09 3.83 0.07
C 0.64 3.85 1.47
C 0.39 3.20 -0.87
S -0.92 2.11 -0.43
N 0.60 3.42 -2.17
C 0.00 2.56 -3.21
C 1.19 4.66 -2.69
H 3.07 3.85 0.71
H 2.57 5.34 -0.10
H 2.88 3.87 -1.05
H 1.19 4.62 1.99
H 0.83 2.89 1.96
H -0.42 4.07 1.53
H 0.04 1.52 -2.93
H 0.57 2.71 -4.12
H -1.04 2.84 -3.39
H 1.23 5.42 -1.91
H 0.54 5.02 -3.49
H 2.18 4.49 -3.09
C 3.42 0.56 0.95
N 3.68 -0.62 0.12
C 4.13 -0.23 -1.23
P 2.51 -1.80 0.17
O 1.10 -1.31 -0.19
N 2.92 -2.93 -0.91
C 2.19 -3.13 -2.17
C 3.90 -3.97 -0.61
N 2.57 -2.30 1.72
C 1.41 -3.04 2.25
C 3.80 -2.47 2.50
H 4.29 1.21 0.94
H 3.19 0.28 1.98
H 2.57 1.16 0.56
H 5.07 0.31 -1.15
H 3.39 0.41 -1.73
H 4.29 -1.11 -1.84
H 1.45 -2.35 -2.31
H 1.68 -4.10 -2.16
H 2.88 -3.11 -3.01
H 4.39 -3.79 0.35
H 4.68 -4.00 -1.38
H 3.42 -4.95 -0.58
H 0.53 -2.84 1.64
H 1.22 -2.72 3.28
H 1.60 -4.12 2.25
H 4.62 -1.94 2.03
H 4.06 -3.52 2.60
H 3.65 -2.06 3.50
*
```

Results of the Löwdin charge analysis, in e, for atoms 1 through 5: number 1, Pt, carries 0.897; number 2, Cl, carries 0.824; number 3, C, carries -0.664; number 4, C, carries -0.658; number 5, Cl, carries 0.836



#ii
Density functional theory data (wB97M-V/def2-TZVPD) for a molecular structure, C17H30Cl4N5O3PPtS.

Summary:
Kohn-Sham gap = 6.38 eV
E_LUMO = -0.2983 Eh

ORCA input file:
```
! RIJCOSX wB97M-V def2-TZVPD def2/J DEFGRID3
* xyz 2 1
Pt -0.24 0.60 -0.95
Cl -1.33 -1.76 -7.40
C -0.54 -1.50 -5.94
C 0.94 -1.76 -5.91
Cl 1.66 -2.30 -7.34
C 1.67 -1.59 -4.78
Cl 3.33 -1.89 -4.67
C 1.00 -1.12 -3.56
O 1.52 -0.98 -2.49
C -0.53 -0.83 -3.62
O -1.09 -0.42 -2.60
C -1.24 -1.06 -4.85
Cl -2.91 -0.74 -4.88
C 3.24 -2.25 -0.41
N 2.16 -1.58 0.31
C 2.47 -0.23 0.76
C 0.94 -2.08 0.34
S -0.49 -1.07 0.55
N 0.74 -3.39 0.32
C 1.71 -4.32 0.89
C -0.54 -4.01 -0.04
H 3.74 -1.50 -1.02
H 2.84 -3.02 -1.06
H 3.97 -2.68 0.28
H 3.50 -0.23 1.11
H 1.81 0.06 1.57
H 2.37 0.48 -0.07
H 2.40 -3.79 1.54
H 2.26 -4.85 0.12
H 1.16 -5.05 1.48
H -1.09 -3.39 -0.74
H -1.15 -4.19 0.84
H -0.32 -4.97 -0.51
C 0.49 4.66 -0.59
N -0.14 4.40 0.71
C 0.10 5.43 1.71
P -0.72 2.92 1.07
O 0.26 1.90 0.42
N -2.28 2.83 0.56
C -2.78 3.64 -0.55
C -3.05 1.62 0.79
N -0.77 2.64 2.67
C 0.32 1.94 3.35
C -1.87 3.04 3.53
H 0.17 5.64 -0.95
H 0.19 3.92 -1.32
H 1.57 4.65 -0.50
H -0.22 6.39 1.32
H 1.17 5.48 1.96
H -0.46 5.22 2.62
H -2.27 4.60 -0.58
H -3.84 3.82 -0.41
H -2.65 3.14 -1.52
H -2.67 1.10 1.67
H -3.02 0.94 -0.07
H -4.09 1.89 0.97
H 1.18 1.85 2.70
H -0.01 0.95 3.66
H 0.61 2.50 4.24
H -2.62 3.59 2.97
H -1.50 3.68 4.34
H -2.34 2.16 3.98
*
```

Results of the Löwdin charge analysis, in e, for atoms 1 through 5: number 1, Pt, carries 0.876; number 2, Cl, carries 0.841; number 3, C, carries -0.644; number 4, C, carries -0.663; number 5, Cl, carries 0.813



Last place for stability: #i



#i
Density functional theory data (wB97M-V/def2-TZVPD) for a gas-phase ion, C3H5O2 (charge +1).

Summary:
Kohn-Sham gap = 11.71 eV
E_LUMO = -0.2006 Eh

ORCA input file:
```
! RIJCOSX wB97M-V def2-TZVPD def2/J DEFGRID3
* xyz 1 1
C 0.80 0.19 1.17
C -0.99 0.17 -0.11
C 0.31 -0.42 -0.90
O -0.47 0.45 1.18
O 1.35 -0.21 0.09
H 1.64 0.54 1.85
H -1.23 1.19 -0.55
H -1.94 -0.42 0.20
H 0.11 -1.44 -1.05
H 0.42 -0.05 -1.88
*
```

Results of the Löwdin charge analysis, in e, for atoms 1 through 5: number 1, C, carries -0.054; number 2, C, carries -0.031; number 3, C, carries 0.013; number 4, O, carries 0.099; number 5, O, carries 0.135



#ii
Density functional theory data (wB97M-V/def2-TZVPD) for a gas-phase ion, C3H5O2 (charge +1).

Summary:
Kohn-Sham gap = 9.99 eV
E_LUMO = -0.2755 Eh

ORCA input file:
```
! RIJCOSX wB97M-V def2-TZVPD def2/J DEFGRID3
* xyz 1 1
C 1.85 -0.30 -0.03
C -0.57 0.94 0.01
C -0.38 -0.60 -0.04
O 1.65 0.90 0.15
O 0.92 -1.16 -0.10
H 2.87 -0.64 -0.13
H -0.61 1.46 -0.94
H -0.66 1.55 0.86
H -0.70 -0.98 0.94
H -0.91 -0.97 -1.05
*
```

Results of the Löwdin charge analysis, in e, for atoms 1 through 5: number 1, C, carries -0.252; number 2, C, carries 0.365; number 3, C, carries -0.109; number 4, O, carries 0.146; number 5, O, carries 0.081



Last place for stability: #ii